C41H43N11O2V | ωB97M-V/def2-TZVPD

Values from the calculation:
Spin multiplicity: 2
Total charge: +4
<S²>: 0.77
Frontier orbital gap (spin up / spin down) in eV: 6.01 / 6.67

Element x y z (Å)
H1 -5.29897 -1.98658 -3.22597
C1 -4.04441 3.05148 -1.72333
C2 -3.20761 1.80579 3.06824
C3 2.35218 2.21438 0.96085
H2 0.68042 2.55244 -5.01897
O1 -1.68960 -0.34241 -1.29235
C4 1.80858 2.09913 -0.46583
N1 -4.43998 -2.30084 0.23932
C5 0.22397 1.57415 -4.95021
H3 3.23639 2.85112 0.88960
C6 0.18980 -5.45588 -0.65971
H4 4.10929 -1.76540 2.58106
H5 -5.51526 1.71101 -2.45551
H6 2.41643 -1.39812 4.41914
C7 -4.48731 -0.00407 2.26045
C8 -3.42141 -1.65960 0.73822
C9 -3.70460 0.64500 -1.97037
H7 -5.80661 2.63663 3.66806
H8 -6.36287 -2.88377 -0.21979
C10 1.36898 2.79658 1.96913
C11 4.13128 -1.30997 -2.04712
C12 -4.51421 1.79058 -2.05087
H9 -5.35652 1.51147 4.93919
N2 -0.02556 -2.48818 -2.77612
C13 -6.48869 -0.80450 -1.93399
N3 -0.03652 -2.68901 -0.42749
C14 -1.07176 -0.19607 -5.94639
H10 -2.46697 -2.10579 0.48452
C15 3.05597 -1.25484 -0.14024
C16 -5.58488 1.58936 3.87524
C17 -5.89800 -2.02650 0.26598
C18 -4.89839 4.27966 -1.86376
H11 -1.63199 -0.58610 -6.78557
C19 2.58079 -1.26309 1.21509
H12 -1.07943 3.26837 2.86804
H13 -7.21122 -1.57429 -2.19984
H14 1.85046 2.86931 2.94723
H15 -6.87794 0.13154 -2.32849
H16 0.28728 -6.53019 -0.74680
H17 5.09795 -1.77525 -0.21864
C20 -6.32448 -0.72256 -0.41691
H18 -1.29302 -1.97988 -4.77827
C21 0.07991 -4.85161 0.58616
H19 -3.14101 2.71869 3.65195
C22 2.83857 -0.95226 -2.26694
H20 -4.58195 4.87385 -2.72218
C23 -0.48299 2.28217 -0.88245
H21 -4.20015 -3.16623 -0.22761
C24 0.04753 -3.28817 -1.62702
C25 -0.02728 -3.47501 0.66296
N4 -5.23800 -1.16464 -2.63601
C26 -0.89060 -0.97690 -4.81915
C27 -0.88239 2.26391 2.47353
C28 -2.71144 3.14209 -1.33054
H22 4.96123 -1.44041 -2.72049
H23 -5.41481 -0.55399 2.24702
C29 -4.06844 -0.60728 -2.55735
N5 0.06299 -1.26946 -2.58173
H24 -4.82152 4.91356 -0.98081
H25 -6.48091 1.00322 3.68178
C30 0.39955 0.80860 -3.80902
C31 -0.51550 1.07725 -6.01576
H26 2.69531 1.25172 1.33640
C32 -2.37087 0.74657 -1.48096
N6 3.15313 -1.49121 2.40322
H27 -2.30110 4.12649 -1.12554
C33 -3.37408 -0.47944 1.53037
H28 0.08003 -5.43633 1.49579
H29 0.22336 -5.06264 -2.79312
C34 0.15912 -4.65644 -1.79314
V1 0.04002 -0.54919 -0.34443
H30 -5.66363 0.09791 -0.13750
H31 1.01006 1.18021 -3.00041
C35 1.06731 -0.90738 2.71443
N7 2.16213 -0.91546 -1.06113
O2 -1.02953 -0.28337 1.02799
H32 1.72566 3.10630 -0.87979
H33 -0.64620 1.67384 -6.90864
N8 1.31445 -0.90628 1.36180
H34 0.11698 -0.62901 3.12761
C36 -4.42281 1.11609 3.05435
C37 -0.15401 -0.46728 -3.74573
H35 -5.94628 4.02336 -2.00573
H36 1.05767 3.81008 1.69174
H37 2.51972 1.56442 -1.09304
N9 0.23939 1.88807 2.04978
N10 0.47342 1.45087 -0.64197
H38 -3.26283 -1.16959 -3.02365
H39 -0.22879 3.34279 -0.88116
C38 2.19968 -1.27705 3.37163
C39 -1.86772 2.03279 -1.19811
C40 -2.12837 0.19978 1.63023
H40 -0.10398 -2.97767 1.62031
C41 -2.06745 1.38410 2.39673
N11 4.24955 -1.49969 -0.69346
H41 2.38182 -0.71559 -3.20969
H42 -6.23207 -2.05613 1.30080
H43 -7.30836 -0.46125 -0.02260